13
Properties=species:S:1:pos:R:3:forces:R:3:nbo_charge:R:1 method="wB97M-V/def2-TZVPD" homo_lumo_gap_ha=0.2698 homo_ev=-2.789 relative_energy_kj_mol=463.7 fmax_ev_per_a=6.38 charge=-1 lumo_energy_ev=4.551 e_tot_ha=-248.91000
C -0.14676 0.07462 -0.86518 -5.73 -1.72 -2.22 -0.113
O -1.55552 0.28439 -0.93159 1.20 0.31 0.19 -0.943
C 1.38247 0.39700 0.17573 3.14 0.60 1.84 0.216
C 0.14658 -0.07326 0.70070 1.74 0.09 0.07 -0.422
N 2.42083 -0.31720 -0.31484 -1.46 0.33 -0.06 -1.043
H 0.06857 -0.91707 -1.27879 0.66 -0.10 0.17 0.162
H 0.21156 0.76847 -1.62502 1.37 0.47 0.81 0.232
H 1.65600 1.45981 0.26971 -1.26 0.46 -0.39 0.140
H -3.27847 -0.14223 0.24268 0.47 0.14 -0.38 0.093
H -0.56148 0.51844 1.26021 0.15 0.51 -0.29 0.233
H 0.19239 -1.09723 1.04896 -0.25 -0.31 -0.57 0.210
H -3.56105 -0.41803 0.86497 -0.50 -0.20 0.51 -0.110
H 3.02490 -0.53770 0.45249 0.45 -0.60 0.32 0.345

---

11
Properties=species:S:1:pos:R:3:forces:R:3:nbo_charge:R:1 method="wB97M-V/def2-TZVPD" homo_lumo_gap_ha="0.2123 / 0.2129" homo_ev="-7.201 / -7.197" relative_energy_kj_mol=641.9 fmax_ev_per_a=4.69 lumo_energy_ev="-1.424 / -1.404" e_tot_ha=-800.31879
C -0.44473 0.31720 -0.40321 1.70 -0.22 0.10 -0.303
C -1.15823 0.08612 0.91628 2.55 -0.10 1.58 -0.479
C -1.45191 -0.75217 -0.26862 -1.01 -0.73 -1.10 -0.492
P 4.05158 -0.09654 0.34896 -1.48 -0.24 -0.62 -0.115
P 1.39549 0.16845 -0.59634 -0.06 2.05 4.22 0.473
H -0.38919 -0.25949 1.76137 -2.23 0.40 -1.80 0.226
H -1.85799 0.83191 1.24061 -0.20 0.26 0.10 0.231
H -2.38508 -0.56444 -0.88617 1.03 -0.25 1.08 0.239
H -1.13843 -1.79055 -0.25873 -0.11 0.03 -0.11 0.226
H 1.60215 0.54868 -1.82156 0.48 0.35 -2.96 -0.020
H 1.77634 1.51083 -0.03257 -0.68 -1.54 -0.50 0.014

---

49
Properties=species:S:1:pos:R:3:forces:R:3:nbo_charge:R:1 method="wB97M-V/def2-TZVPD" homo_lumo_gap_ha=0.2603 smiles="O=C1c2ccc([PH2]=S)cc2C(=O)N1CCC(F)(F)C(F)(F)C(F)(F)C(F)(F)C(F)(F)C(F)(F)C(F)(F)C(F)(F)F" homo_ev=-8.973 fmax_ev_per_a=8.56 lumo_energy_ev=-1.891 e_tot_ha=-3333.11768
O 2.40618 0.43880 2.39998 2.80 1.58 -7.61 -0.535
C 2.98384 0.50841 1.19766 -0.40 -3.06 4.70 0.667
C 4.16515 -0.58688 0.89456 1.67 0.13 -2.97 -0.077
C 4.75774 -1.85008 1.75600 1.47 1.45 -4.31 -0.188
C 5.98141 -2.71944 1.04202 -2.41 3.74 -1.57 -0.153
C 6.49825 -2.26674 -0.48222 -2.64 2.73 1.80 -0.361
P 7.90457 -3.37863 -1.22135 -2.07 -0.80 1.22 0.795
S 7.47614 -5.21421 -0.60813 0.60 0.78 -0.44 -0.579
C 5.86673 -0.94956 -1.29196 -1.48 -0.69 3.43 -0.152
C 4.66438 -0.08741 -0.58502 1.62 -3.66 2.38 -0.134
C 3.82833 1.24396 -1.04972 2.34 0.37 -2.96 0.683
O 4.14036 1.96012 -2.13336 -2.66 -3.96 7.10 -0.539
N 2.73710 1.39053 -0.00790 2.36 0.21 1.89 -0.510
C 2.35568 2.78781 0.42845 -0.68 2.00 -0.35 -0.248
C 0.96152 3.22628 -0.31665 0.92 0.84 0.43 -0.486
C -0.41109 2.72329 0.46187 0.40 1.75 0.13 0.664
F -1.20053 3.98404 0.72006 1.88 -3.83 -0.40 -0.355
F -0.15776 2.06138 1.76488 -1.07 1.94 -4.21 -0.323
C -1.27307 1.80571 -0.60804 0.76 -0.32 0.15 0.616
F -1.68654 2.70890 -1.70533 1.35 -3.28 3.31 -0.310
F -0.31845 0.72387 -1.05692 -3.12 3.51 0.90 -0.330
C -2.55503 1.00780 0.11150 0.36 0.77 1.77 0.609
F -3.25876 1.91780 1.09024 2.40 -2.96 -3.15 -0.316
F -1.94474 -0.10518 0.87355 -2.43 3.45 -2.59 -0.294
C -3.67533 0.57348 -0.99718 0.38 0.32 -3.05 0.608
F -4.46167 1.77134 -1.47745 2.55 -4.19 2.05 -0.299
F -2.93862 0.10135 -2.22946 -2.22 1.39 4.05 -0.316
C -4.65601 -0.66920 -0.56692 -0.32 -2.40 -1.89 0.608
F -5.46132 -0.98606 -1.80632 2.19 1.17 4.28 -0.315
F -3.90969 -1.95226 -0.28172 -2.24 4.57 -0.92 -0.302
C -5.58548 -0.39381 0.75960 1.47 1.48 2.73 0.605
F -4.64794 -0.52953 1.93855 -2.91 0.35 -3.84 -0.311
F -6.08038 1.03103 0.85764 1.40 -5.11 -0.73 -0.298
C -6.76994 -1.49361 1.02192 -1.12 -1.29 2.76 0.583
F -6.31214 -2.90266 1.11533 -1.16 4.92 -0.52 -0.287
F -7.34376 -1.16587 2.38087 1.98 -0.89 -4.48 -0.303
C -8.02572 -1.45634 -0.02106 -3.85 -1.19 -1.49 0.933
F -8.33758 -0.13574 -0.60818 1.48 -4.74 2.08 -0.300
F -7.89469 -2.48618 -1.11915 -0.20 3.99 3.87 -0.310
F -9.25262 -1.88514 0.74793 4.29 1.57 -2.73 -0.315
H 4.30936 -2.06831 2.81468 1.06 0.39 -2.36 0.271
H 6.43297 -3.63015 1.62990 -0.91 2.00 -1.59 0.277
H 9.19720 -2.93755 -0.73790 -0.88 0.22 -0.72 0.022
H 7.78292 -3.25325 -2.65943 0.43 0.49 0.97 0.017
H 6.26195 -0.63932 -2.35686 -0.84 -0.81 2.43 0.256
H 3.19076 3.57462 0.09900 -1.80 -1.91 0.47 0.236
H 2.25430 2.92142 1.60179 0.18 -0.88 -2.54 0.267
H 1.03664 2.86202 -1.43123 -0.52 0.54 2.33 0.266
H 0.96538 4.41914 -0.34855 -0.39 -2.70 0.22 0.264

---

18
Properties=species:S:1:pos:R:3:forces:R:3:nbo_charge:R:1 method="wB97M-V/def2-TZVPD" homo_lumo_gap_ha=0.3131 homo_ev=-8.471 relative_energy_kj_mol=1017.6 fmax_ev_per_a=6.98 lumo_energy_ev=0.049 e_tot_ha=-740.99042
C -2.18467 -0.62598 0.76473 -2.55 -0.67 -0.29 -0.262
C -1.97876 0.65369 -0.04010 -0.68 2.78 -2.53 -0.465
C -0.57747 0.77842 -0.83607 -0.86 -1.61 -1.80 -0.321
C 1.64204 0.28837 0.33128 -0.90 -0.30 2.32 -0.053
H -2.46965 -2.70076 -0.40347 4.28 3.36 0.84 0.368
H -0.36734 -1.90409 0.27966 -4.15 0.07 -2.32 0.419
H -1.92962 -0.55571 2.07278 -0.50 -0.62 -4.37 0.228
H -3.51914 -0.74688 0.57478 4.23 -0.06 1.28 0.207
H -2.36724 1.65156 0.35450 0.80 -1.20 0.40 0.210
H -2.72340 0.59641 -0.92229 1.29 -0.22 1.11 0.230
H -0.46980 -0.24606 -1.14112 0.07 -0.55 -0.37 0.298
H -0.49846 1.28575 -1.88916 -0.61 -0.08 2.31 0.236
H -0.40027 2.66020 0.34524 5.45 -0.97 -0.52 0.459
H 2.07325 0.99503 1.25226 -0.13 -2.13 -2.71 0.237
N -1.47677 -1.65042 -0.31711 -1.59 -3.08 4.54 -0.934
N 0.56179 0.99051 -0.04878 2.06 0.12 0.31 -0.129
O 0.78978 2.31989 0.16967 -6.05 3.21 1.33 -0.519
S 1.95947 -1.34638 -0.03989 -0.17 1.95 0.48 -0.209